No. 1
{"formula": "C4H13NO", "method": "ωB97M-V/def2-TZVPD", "homo_energy_ha": -0.3047, "energy_ev": -7895.7107, "smiles": "CCNCC.O", "orbital_gap_ha": 0.330, "e_lumo_ev": 0.7, "max_force_ha_per_bohr": 0.045, "elements": ["C", "N", "C", "C", "C", "H", "H", "H", "H", "H", "H", "H", "H", "H", "H", "H", "H", "H", "O"], "positions_angstrom": [[-0.66474, 1.37579, 1.53631], [0.42600, 0.65480, 0.87464], [0.47742, -0.80183, 0.99803], [1.71012, -1.27271, 0.22417], [-0.58138, 2.86176, 1.26112], [-1.66396, 1.10000, 1.14278], [-0.58233, 1.00114, 2.55557], [0.64151, 1.07367, -0.00679], [0.52917, -1.02623, 2.05846], [-0.39863, -1.21000, 0.49094], [1.57530, -2.28601, -0.17974], [1.97619, -0.63556, -0.61358], [2.57590, -1.44881, 0.86371], [-0.29172, 3.11025, 0.23779], [0.12694, 3.33480, 1.94407], [-1.56060, 3.32467, 1.36742], [-0.62959, -3.09778, -4.09013], [-0.66577, -1.62790, -4.01802], [-1.26955, -2.37348, -4.05135]], "forces_ev_per_angstrom": [[0.005, -1.212, -1.373], [-0.012, 0.788, 1.106], [0.313, 1.548, -1.683], [0.287, -1.531, 0.431], [0.269, 0.441, 0.798], [0.174, -0.516, 0.189], [-0.453, 0.815, 0.445], [0.076, -0.429, -0.610], [-0.185, -0.377, 0.044], [-0.337, -0.506, 0.485], [-0.373, 0.220, -0.121], [-0.031, 0.221, 0.066], [0.125, 0.672, 0.081], [0.203, -0.397, -0.035], [-0.037, 0.202, -0.163], [-0.026, 0.060, 0.333], [-0.409, -0.179, -0.006], [-0.179, 0.455, 0.022], [0.591, -0.275, -0.011]], "lowdin_charge": [-0.30, -0.13, -0.27, -0.10, -0.10, 0.10, 0.11, 0.08, 0.11, 0.10, 0.07, 0.06, 0.07, 0.07, 0.07, 0.07, 0.04, 0.03, -0.06]}

***

No. 2
{"formula": "C24H20BaCl4N4O7S", "method": "ωB97M-V/def2-TZVPD", "homo_energy_ha": -0.0454, "energy_ev": -107130.3384, "orbital_gap_ha": 0.187, "total_charge": -2, "e_lumo_ev": 3.9, "max_force_ha_per_bohr": 0.073, "elements": ["Ba", "C", "C", "N", "C", "C", "N", "C", "O", "O", "C", "O", "O", "H", "H", "H", "H", "H", "Cl", "C", "C", "Cl", "C", "Cl", "C", "O", "C", "O", "C", "Cl", "C", "C", "N", "C", "C", "C", "S", "N", "C", "O", "C", "C", "C", "C", "C", "C", "H", "H", "H", "H", "H", "H", "H", "H", "H", "H", "H", "H", "H", "H", "H"], "positions_angstrom": [[-0.22597, 0.66818, -0.93634], [1.74717, 5.00823, -1.08287], [0.26943, 4.76241, -1.29854], [-0.40860, 3.64035, -1.06881], [-1.75819, 3.88307, -1.37479], [-1.89691, 5.19501, -1.85597], [-0.58424, 5.71954, -1.78493], [-2.97897, 5.79325, -2.70074], [-4.12924, 5.19619, -2.74810], [-2.97421, 6.85905, -3.30609], [-2.86211, 2.83600, -1.17310], [-4.03911, 3.30284, -1.24906], [-2.56789, 1.58676, -0.99840], [1.94902, 6.05623, -1.08854], [2.40423, 4.47528, -1.85982], [2.07586, 4.59220, -0.12141], [-0.33014, 6.66531, -2.18515], [-4.19524, 4.29222, -2.10090], [0.63584, -2.04341, -7.66911], [0.70765, -1.92899, -5.98909], [0.73773, -3.09979, -5.17441], [1.24660, -4.50297, -5.87072], [0.32267, -3.00784, -3.86218], [0.09823, -4.56305, -3.07293], [0.13943, -1.74867, -3.18631], [-0.02648, -1.75468, -1.85522], [0.42128, -0.54863, -3.97617], [0.44630, 0.62591, -3.44671], [0.94910, -0.72905, -5.30882], [1.95100, 0.44560, -6.09037], [2.32858, -3.97926, -0.66724], [2.90986, -3.30658, 0.62189], [1.93734, -2.91593, 1.57944], [0.90463, -3.86421, 2.09220], [-0.46686, -3.83156, 1.42205], [1.82479, -1.58180, 1.91184], [2.80356, -0.33260, 1.27635], [0.95044, -1.33888, 2.94596], [0.04890, -0.35549, 2.83347], [-0.15044, 0.36764, 1.83724], [-0.71605, -0.09481, 4.04219], [-1.44665, 1.07502, 4.29217], [-1.87260, 1.31738, 5.58111], [-1.61994, 0.40795, 6.60668], [-0.90458, -0.72018, 6.33353], [-0.44642, -1.00614, 5.06075], [2.86113, -3.63891, -1.54172], [1.29312, -3.67274, -0.84995], [2.27069, -5.07218, -0.62328], [3.52425, -2.45283, 0.42013], [3.55555, -4.03617, 1.17337], [0.89503, -3.60222, 3.17730], [1.32309, -4.89123, 1.94217], [-0.43223, -3.68463, 0.33371], [-1.07947, -3.09833, 1.95778], [-0.95050, -4.73787, 1.64297], [-1.61077, 1.80066, 3.52195], [-2.35134, 2.24186, 5.89064], [-2.01705, 0.61057, 7.59127], [-0.68256, -1.38629, 7.14139], [0.19227, -1.89679, 4.88821]], "forces_ev_per_angstrom": [[0.992, -0.755, 0.426], [0.273, -1.833, -0.684], [-1.112, -0.211, -0.413], [-0.575, 0.676, 0.160], [0.966, 0.571, -0.081], [1.504, -1.090, -0.276], [-0.454, 1.052, -0.814], [-2.144, 1.427, -0.150], [-0.371, -2.264, 0.993], [2.568, 0.405, 0.335], [0.101, -1.892, -0.288], [0.547, -1.070, 0.347], [-0.889, 3.623, -0.203], [0.216, 0.723, -0.104], [-1.150, 0.842, 0.879], [-0.284, 0.134, -0.164], [-0.489, -1.784, 0.770], [0.527, 1.094, -0.381], [0.431, -0.016, -1.336], [1.487, -0.999, 2.455], [-1.653, 2.933, -0.994], [0.382, -2.520, -1.212], [0.093, 0.788, 0.686], [-0.111, 0.496, 0.484], [0.503, -1.807, 0.852], [-0.317, 0.969, -1.935], [1.502, -0.051, -0.770], [-0.206, 0.162, 0.891], [-1.802, -0.542, 0.882], [-0.486, 0.602, 0.033], [-0.535, 0.525, 0.833], [0.371, -2.461, -0.296], [-1.589, 2.007, 0.409], [1.698, -0.174, 0.071], [0.446, 1.417, 0.522], [-0.349, -0.430, 0.798], [0.001, -0.345, -0.150], [-0.280, 0.114, -1.283], [1.352, -0.179, -1.560], [-0.565, 0.166, -0.655], [0.250, -0.419, 1.379], [0.415, -0.576, 0.193], [-0.234, 0.165, 0.766], [-0.528, 0.865, -0.362], [0.170, -0.873, 0.221], [-0.115, -0.073, 0.814], [0.345, -0.180, -0.303], [0.316, 0.315, 0.148], [0.418, 0.113, 0.044], [0.127, 0.384, -0.332], [-0.070, 0.201, -0.589], [-0.530, -0.630, -0.750], [-0.017, 0.780, 0.251], [-0.053, 0.198, 0.439], [0.066, 0.373, -0.636], [-0.608, -1.543, 0.074], [0.053, 0.113, -0.433], [-0.170, 0.015, -0.480], [0.160, 0.000, 0.172], [0.109, -0.458, 0.358], [-0.701, 0.933, -0.047]], "lowdin_charge": [1.97, -0.01, -0.35, 0.06, -0.10, -0.05, 0.14, -0.54, 0.06, 0.03, -0.51, 0.02, -0.27, 0.05, 0.11, 0.08, 0.19, 0.05, 0.63, -0.80, -0.85, 0.66, -0.59, 0.63, -0.39, -0.39, -0.45, -0.35, -0.64, 0.63, -0.09, -0.26, -0.14, -0.19, -0.06, -0.76, 0.54, 0.04, -0.54, -0.21, -0.14, -0.01, -0.10, -0.12, -0.11, -0.03, 0.07, 0.00, 0.06, 0.02, 0.12, 0.11, 0.12, 0.07, 0.07, 0.04, 0.11, 0.09, 0.09, 0.09, 0.11]}